(1)
An isolated molecule of C5H8 in a non-equilibrium geometry. Source: the Open Molecules 2025 dataset; level of theory: wB97M-V/def2-TZVPD.

The SMILES is C=C/C=C/C. The total energy comes out at -5312.749 eV.

```
! RIJCOSX wB97M-V def2-TZVPD def2/J DEFGRID3
* xyz 0 1
C -0.642 2.369 -1.049
H 1.515 -2.435 0.344
H -0.832 -1.597 -0.493
C -0.019 -1.021 0.184
H 0.338 -2.703 1.633
C -0.779 1.090 -0.720
H 0.097 2.920 -0.621
C 0.841 -1.879 1.032
H 1.483 -1.356 1.578
H -1.428 2.997 -1.486
H -1.711 0.495 -1.007
C 0.120 0.308 0.092
H 1.018 0.812 0.515
*
```


(2)
A 3-piece molecular cluster, C5H8 overall. Source: the Open Molecules 2025 dataset; level of theory: wB97M-V/def2-TZVPD.

The total energy comes out at -5308.539 eV.

```
! RIJCOSX wB97M-V def2-TZVPD def2/J DEFGRID3
* xyz 0 1
C -1.220 0.368 0.004
C 2.045 0.181 -0.416
H -1.941 -1.748 0.176
C -0.008 -0.826 0.428
H 2.454 -0.040 -1.402
H -1.688 -0.923 1.777
C 1.222 -0.739 0.188
C -1.399 -0.978 0.727
H -1.453 1.225 0.633
H -1.710 0.398 -0.967
H 0.046 1.121 -0.593
H 2.698 0.794 0.206
H 0.954 1.167 -0.759
*
```


no.,orbital gap (eV)
1,9.8
2,9.9